Record 1
{"formula": "C25H46GaO3P2S", "method": "the ωB97M-V functional and the def2-TZVPD basis", "species": ["H", "H", "H", "C", "H", "C", "H", "H", "H", "H", "C", "H", "C", "H", "H", "H", "H", "H", "C", "O", "H", "H", "C", "H", "H", "C", "H", "P", "H", "H", "H", "P", "H", "H", "C", "S", "H", "H", "C", "H", "O", "C", "C", "C", "C", "C", "C", "H", "O", "H", "C", "H", "C", "H", "H", "C", "H", "C", "H", "H", "C", "H", "Ga", "H", "C", "H", "H", "H", "H", "H", "H", "H", "C", "C", "H", "C", "C", "H"], "positions_angstrom": [[0.439, 5.393, -2.473], [-2.968, -1.434, 0.681], [-3.341, 1.018, -3.850], [-0.825, -2.211, -2.487], [-1.924, 0.437, 2.879], [-0.316, -2.173, -1.106], [3.098, -1.566, -1.183], [-1.594, -2.228, 2.752], [-2.412, -0.204, -3.045], [2.504, -2.578, 2.218], [1.127, 6.852, 0.496], [-2.365, 1.416, 4.350], [-1.071, -2.208, 0.091], [-0.867, 0.424, 4.326], [7.386, 5.092, -0.879], [1.698, 1.084, -1.700], [7.012, 6.400, 0.267], [0.027, -2.859, 3.194], [-2.536, -2.326, 0.208], [0.708, 1.642, 2.388], [-1.186, 1.061, -4.744], [-2.821, -3.195, 0.815], [3.097, 7.658, -1.317], [-3.705, 1.033, -1.248], [2.366, -2.754, -2.298], [4.590, 7.505, -1.064], [2.926, 7.881, -2.386], [5.035, 5.697, -0.951], [1.092, 3.370, -0.902], [4.878, 7.975, -0.113], [-2.546, 2.769, -0.264], [2.178, 6.107, -0.839], [0.616, 0.246, -3.604], [1.816, 7.116, 1.313], [2.358, -1.767, 1.486], [-0.520, 2.370, 2.904], [5.589, 6.273, -3.287], [-1.060, 4.213, -0.940], [1.134, 6.234, -2.385], [0.565, 7.184, -2.391], [-1.461, 2.882, 1.901], [1.056, -2.016, -0.759], [-1.533, 1.049, 3.719], [-0.162, -2.101, 1.179], [-0.983, 3.327, -1.586], [-2.216, 2.537, -1.269], [2.175, -1.842, -1.710], [-1.912, -2.313, -2.490], [0.006, 3.493, 3.834], [-0.572, -1.273, -3.002], [0.286, 2.617, -1.077], [1.954, -1.028, -2.420], [1.151, -1.979, 0.657], [7.170, 6.776, -1.485], [0.627, 7.755, 0.116], [5.138, 5.409, -2.778], [-0.274, -1.101, 3.067], [6.836, 6.031, -0.749], [5.769, 4.526, -2.940], [-0.813, 3.811, -2.571], [-2.865, 1.498, -1.806], [4.161, 5.187, -3.221], [1.619, 4.275, 2.296], [-3.007, -2.449, -0.770], [-0.512, -2.081, 2.617], [-1.405, 2.595, -3.826], [5.175, 7.946, -1.885], [-0.384, -3.033, -3.073], [0.394, 6.130, 0.892], [0.089, 2.182, -0.077], [1.811, 6.219, -3.260], [3.248, -1.722, 0.850], [-2.510, 0.894, -3.133], [-1.218, 1.498, -3.733], [2.276, -0.810, 2.031], [0.728, 1.511, -1.988], [0.070, 1.042, -3.064], [2.680, 8.497, -0.737]], "atomic_forces_ev_per_a": [[0.1, 0.3, -0.1], [0.1, -0.1, 0.0], [0.3, 0.1, 0.2], [-0.3, -0.2, -0.3], [0.2, 0.7, 0.5], [-0.3, 0.1, -0.2], [-0.2, -0.2, -0.2], [0.4, -0.1, 0.0], [0.0, 0.4, 0.1], [-0.1, 0.3, -0.2], [-0.1, 0.0, -0.2], [0.6, 0.2, -0.6], [0.0, -0.1, 0.1], [-0.1, 0.3, 0.0], [0.1, 0.2, 0.0], [-0.4, -0.1, -0.3], [0.1, 0.0, -0.2], [-0.2, 0.4, -0.3], [-0.5, -0.1, -0.2], [-1.9, 1.2, 0.4], [0.1, 0.5, 0.1], [0.1, 0.2, 0.0], [0.1, 0.4, 0.2], [0.6, 0.5, -0.3], [-0.1, 0.2, 0.2], [0.1, -0.2, 0.3], [-0.1, -0.2, 0.6], [1.4, 0.6, -0.3], [-0.3, -0.5, -0.4], [0.1, -0.1, -0.3], [-0.2, 0.2, 0.1], [-1.0, 0.6, -1.1], [-0.4, 0.4, 0.1], [-0.2, 0.1, -0.2], [0.4, 0.0, -0.1], [0.6, 0.2, 0.2], [-0.1, -0.3, 0.1], [-0.1, -0.1, 0.0], [-0.5, -0.1, 0.2], [0.2, -0.4, -0.1], [1.3, -0.2, 0.7], [0.8, 0.2, 0.2], [0.5, 0.2, 0.2], [0.0, 0.0, 0.2], [0.6, 1.5, 0.7], [-0.8, -0.8, 0.7], [0.3, 0.2, -0.1], [0.2, -0.1, -0.2], [-0.8, -2.0, -1.8], [0.0, -0.3, 0.2], [-0.1, 0.0, 0.0], [0.0, -0.4, 0.2], [0.0, 0.1, 0.2], [0.1, -0.2, 0.2], [0.0, -0.3, 0.3], [-0.2, -0.4, -0.1], [0.2, -0.4, -0.3], [0.1, -0.2, 0.1], [-0.1, 0.2, 0.0], [-0.4, -0.9, 0.4], [0.3, 0.1, -0.3], [0.1, 0.1, 0.0], [-0.3, -0.6, 0.6], [0.1, 0.1, 0.2], [-0.4, -0.1, 0.3], [0.6, -1.1, -0.1], [0.0, 0.0, 0.4], [-0.1, 0.2, 0.2], [0.0, 0.4, -0.3], [0.0, 0.2, -0.4], [-0.3, -0.1, 0.5], [-0.1, 0.0, 0.3], [-0.1, -0.2, 0.0], [-0.7, -0.5, -0.7], [0.0, -0.3, -0.1], [-0.2, 0.1, -0.2], [1.0, 0.4, 0.2], [0.1, -0.2, -0.3]], "e_lumo_ha": [-0.2079, -0.2089], "e_above_lowest_kcal_mol": 0.0, "homo_lumo_gap_ev": [4.0, 4.0], "total_energy_ev": -114592.6519, "multiplicity": 1, "e_homo_ev": [-9.7, -9.7], "charge": 1}



Record 2
{"formula": "C25H46GeN4OPdSi3", "method": "the ωB97M-V functional and the def2-TZVPD basis", "species": ["H", "C", "H", "C", "C", "H", "C", "H", "H", "H", "H", "H", "N", "C", "H", "C", "O", "H", "H", "H", "Pd", "H", "C", "H", "H", "H", "Si", "H", "N", "C", "C", "Ge", "H", "C", "C", "C", "H", "H", "H", "H", "H", "Si", "H", "C", "C", "H", "H", "N", "C", "H", "H", "Si", "H", "H", "C", "H", "H", "H", "H", "C", "C", "H", "H", "C", "C", "H", "H", "H", "C", "C", "H", "C", "H", "H", "C", "N", "C", "H", "H", "H", "H"], "positions_angstrom": [[2.133, 3.856, -0.268], [4.295, 1.050, -0.779], [1.244, 2.046, -3.931], [3.163, 1.358, 1.968], [-2.892, 4.394, 1.581], [2.473, -4.295, 4.249], [-1.757, 3.832, 2.128], [-4.390, 1.492, 0.762], [4.271, 0.588, -1.766], [1.398, 3.758, -3.515], [0.595, 3.745, 0.595], [0.752, -3.716, -2.688], [-0.222, -2.321, 2.314], [0.003, -3.608, 2.059], [1.106, -5.400, 2.461], [-1.317, 2.708, -1.973], [0.794, 0.212, 4.573], [3.492, -1.482, -2.714], [2.051, -1.856, 4.717], [4.125, 2.123, -0.908], [-0.931, -0.385, 0.758], [-0.379, -1.621, -4.533], [-1.621, 2.442, 2.161], [-0.960, 4.452, 2.520], [-1.498, 3.674, -2.455], [-1.914, 2.653, -1.061], [2.998, 0.324, 0.399], [-2.643, -2.978, -2.611], [-2.569, 1.641, 1.686], [-3.418, -2.328, -2.204], [1.496, -2.405, 3.970], [0.853, 0.300, -0.632], [1.611, -3.276, -1.201], [0.373, -0.235, 3.490], [-0.297, -0.823, -3.786], [0.787, -2.999, -1.863], [-2.685, -2.858, 1.134], [4.190, 1.267, 2.338], [-1.263, -0.695, -3.300], [2.991, 2.415, 1.745], [-4.372, -2.872, -2.211], [0.506, 2.466, -1.562], [-4.778, 3.939, 0.625], [-3.042, -1.875, -0.776], [2.676, -1.159, -3.365], [-3.850, -0.581, 0.739], [-1.668, 1.912, -2.636], [-1.804, -1.161, -0.820], [0.532, -1.719, 3.235], [5.300, 0.921, -0.363], [-3.900, -3.688, 0.144], [0.999, -1.227, -2.474], [3.610, -2.024, -0.149], [2.753, -1.956, 1.390], [3.509, -1.456, 0.779], [-5.088, -1.527, -0.120], [2.592, 2.585, -2.934], [-3.514, -1.458, -2.858], [0.751, 4.830, -0.792], [-2.955, -3.138, 0.115], [-3.662, 2.188, 1.156], [0.483, 2.446, 2.425], [2.489, 1.064, 2.774], [-0.374, 1.853, 2.775], [0.962, -4.359, 2.718], [2.907, -0.150, -3.717], [2.658, -1.825, -4.235], [-4.311, -0.133, -0.911], [-4.150, -0.974, -0.234], [1.528, 2.739, -3.136], [-0.614, -4.052, 1.287], [1.047, 3.854, -0.393], [-0.143, -3.053, -1.294], [-2.183, -3.804, -0.279], [1.717, -3.742, 3.705], [-0.177, 0.455, 2.504], [-3.875, 3.552, 1.077], [-0.416, 2.010, 3.860], [-0.043, 0.101, -4.314], [4.464, -1.500, 1.312], [-3.007, 5.470, 1.537]], "atomic_forces_ev_per_a": [[0.0, 0.0, 0.0], [0.0, 0.0, 0.0], [0.0, 0.0, 0.0], [0.0, 0.0, 0.0], [0.0, 0.0, 0.0], [0.0, 0.0, 0.0], [0.0, 0.0, 0.0], [-0.1, 0.0, 0.0], [0.0, 0.0, 0.0], [0.0, 0.0, 0.0], [0.0, 0.0, 0.0], [0.0, 0.0, 0.0], [0.0, 0.1, 0.1], [0.0, 0.0, 0.0], [0.0, 0.0, 0.0], [0.1, 0.0, 0.0], [0.0, 0.0, 0.1], [0.0, 0.0, 0.0], [0.0, 0.0, 0.0], [0.0, 0.0, 0.0], [-0.5, -0.2, 0.5], [0.0, 0.0, 0.0], [0.0, 0.1, 0.0], [0.0, 0.0, 0.0], [0.0, 0.0, 0.0], [0.0, 0.0, 0.0], [0.0, 0.0, 0.0], [0.0, 0.0, 0.0], [0.0, -0.2, 0.0], [-0.2, 0.0, 0.2], [0.0, 0.1, 0.0], [0.1, 0.0, -0.3], [0.0, 0.0, 0.0], [0.0, -0.1, 0.0], [0.0, 0.0, -0.1], [0.0, 0.1, 0.0], [0.0, 0.0, 0.0], [0.0, 0.0, 0.0], [0.0, 0.0, 0.0], [0.0, 0.0, 0.0], [0.1, 0.0, 0.0], [0.0, 0.0, 0.0], [0.0, 0.0, 0.0], [-0.2, -0.4, 0.2], [0.0, 0.0, 0.0], [0.0, 0.0, 0.1], [0.0, 0.0, 0.0], [0.7, 0.2, -0.8], [0.1, -0.1, 0.0], [0.0, 0.0, 0.0], [-0.1, 0.0, -0.1], [-0.2, 0.1, 0.0], [0.0, 0.0, 0.0], [0.0, 0.0, 0.0], [0.0, 0.0, 0.0], [0.0, 0.0, 0.0], [0.0, 0.0, 0.0], [0.0, 0.0, 0.0], [0.0, 0.0, 0.0], [0.2, 0.2, 0.0], [0.0, 0.1, 0.0], [0.0, 0.0, 0.0], [0.0, 0.0, 0.0], [0.1, 0.0, 0.1], [0.0, 0.0, 0.0], [0.0, 0.0, 0.0], [0.0, 0.0, 0.0], [0.0, 0.0, 0.0], [-0.1, 0.1, 0.1], [0.0, 0.0, 0.0], [0.0, 0.0, 0.0], [-0.1, 0.0, 0.0], [0.0, 0.0, 0.0], [0.0, 0.0, 0.0], [0.0, -0.1, 0.0], [-0.1, 0.0, -0.3], [0.0, 0.0, 0.0], [0.0, 0.1, 0.0], [0.0, 0.0, 0.0], [0.0, 0.0, 0.0], [0.0, 0.0, 0.0]], "e_lumo_ha": [0.1048, 0.1047], "e_above_lowest_kcal_mol": 0.0, "homo_lumo_gap_ev": [6.7, 6.4], "total_energy_ev": -118312.1055, "multiplicity": 2, "e_homo_ev": [-3.9, -3.5], "charge": -1}



Record 3
{"formula": "C25H46LaP2", "method": "the ωB97M-V functional and the def2-TZVPD basis", "species": ["H", "H", "H", "H", "H", "H", "H", "H", "H", "H", "P", "C", "H", "H", "C", "H", "H", "H", "C", "P", "H", "H", "C", "H", "C", "H", "H", "C", "H", "C", "C", "H", "H", "H", "C", "H", "H", "H", "C", "H", "La", "H", "C", "C", "H", "H", "H", "H", "H", "C", "H", "H", "C", "C", "C", "H", "C", "C", "C", "H", "H", "H", "H", "C", "C", "H", "C", "C", "H", "H", "H", "C", "H", "C"], "positions_angstrom": [[-2.678, 0.677, -9.768], [1.101, -1.472, -7.235], [-3.028, -1.541, 1.418], [-1.950, -1.581, -9.433], [-3.583, -1.272, -7.234], [2.186, -2.553, 0.020], [-1.846, -0.197, 3.516], [-1.938, 1.533, 3.890], [3.034, -1.162, 1.542], [1.424, 1.206, -9.266], [-1.206, -0.700, -7.273], [0.841, 0.102, 2.702], [1.747, -3.807, -1.098], [1.611, -1.903, 2.749], [-0.725, -0.611, -3.174], [-2.009, -2.320, -3.088], [2.775, 2.110, -0.370], [-2.560, -2.720, -7.505], [-2.092, -2.059, 1.757], [-0.869, 1.945, -8.723], [0.991, -1.360, 4.310], [3.952, 0.275, 1.974], [0.037, 2.056, 1.713], [0.270, 1.227, -2.445], [2.069, 2.690, 0.238], [1.266, 2.979, -9.244], [0.165, -2.138, -5.878], [0.350, 0.129, -2.395], [2.666, 3.481, 0.730], [1.337, 1.809, 1.200], [0.138, -1.907, -6.948], [-2.393, 0.962, 2.292], [3.323, 0.109, 0.326], [-0.495, -0.567, -4.262], [-2.659, -1.785, -6.939], [-0.222, -1.133, -9.481], [-0.140, -1.821, 3.036], [-0.368, -2.767, -3.340], [0.818, -1.301, 3.218], [-1.021, 3.877, 2.114], [-0.575, -0.247, 0.595], [-0.081, -2.873, 0.597], [1.824, 0.607, 1.785], [-1.219, -0.811, -9.144], [-2.094, -3.084, 1.326], [1.381, 3.207, -0.442], [3.094, -1.804, -2.037], [-1.975, -2.581, -0.819], [-1.199, 0.648, -10.772], [3.088, -0.080, 1.384], [-2.731, 3.334, -9.436], [2.293, 0.349, -1.635], [1.525, -0.385, -1.955], [-0.267, 1.037, 2.682], [-0.990, -2.363, -1.247], [-2.168, -2.194, 2.858], [1.538, -2.746, -0.856], [0.781, 2.045, -9.558], [0.094, -2.627, -0.462], [-1.893, 2.773, 1.034], [-1.214, 4.255, -9.343], [-1.505, 3.158, -10.730], [-0.514, 3.678, 0.426], [1.985, -1.837, -2.035], [-1.660, 3.307, -9.656], [-1.662, -0.028, -3.084], [-0.990, -2.076, -2.741], [-0.890, 3.140, 1.303], [1.747, -2.317, -3.005], [0.643, 2.052, -10.647], [-2.707, -1.997, -5.864], [-1.584, 0.545, -9.748], [-0.041, -2.820, -7.527], [-1.660, 0.802, 3.118]], "atomic_forces_ev_per_a": [[0.3, 0.0, 0.0], [-0.1, -0.1, 0.1], [0.2, -0.5, 0.3], [0.3, 0.1, 0.0], [0.2, -0.1, 0.1], [-0.4, 0.1, -0.3], [0.1, 0.2, 0.0], [-0.2, -0.1, -0.2], [0.1, 0.2, -0.1], [-0.1, 0.2, -0.1], [-0.1, -0.4, 0.1], [-0.5, 1.2, -0.6], [-0.2, 0.4, 0.0], [-0.2, 0.2, 0.2], [-0.3, 0.3, 0.4], [0.3, 0.1, 0.1], [-0.1, 0.2, 0.1], [-0.2, 0.1, 0.2], [-0.1, 0.2, -0.2], [0.0, 0.3, -0.7], [0.0, 0.1, -0.5], [-0.3, -0.1, -0.2], [0.8, -0.5, 0.9], [0.0, -0.4, 0.3], [0.3, 0.2, -0.2], [0.0, -0.2, -0.1], [0.1, -0.1, -0.1], [0.9, -0.2, -0.7], [-0.3, -0.4, 0.0], [-0.4, -0.1, 0.4], [0.0, -0.2, 0.0], [0.1, -0.1, 0.2], [0.0, -0.1, 0.3], [0.0, 0.0, 0.6], [0.1, -0.1, 0.0], [-0.3, 0.1, 0.1], [0.4, 0.3, 0.1], [0.0, 0.3, 0.7], [0.2, -0.6, 1.0], [-0.1, -0.2, -0.3], [-0.8, 0.3, -0.6], [-0.3, -0.1, -0.3], [-0.8, -0.3, -0.2], [0.0, 0.0, 0.2], [-0.2, 0.5, 0.2], [0.1, -0.1, 0.1], [-0.5, -0.1, 0.1], [0.3, 0.5, 0.2], [-0.3, -0.1, 0.1], [0.7, 0.1, 0.2], [0.1, 0.1, -0.1], [-0.6, -0.5, 0.0], [-0.3, 0.4, -0.3], [1.5, 0.0, -0.3], [1.3, -1.4, -0.1], [-0.1, 0.2, -0.7], [0.5, 0.3, -0.2], [0.0, 0.0, 0.1], [-0.6, -0.8, -1.0], [0.0, 0.0, 0.1], [-0.1, 0.0, -0.1], [-0.1, 0.2, 0.0], [-0.1, 0.0, 0.2], [0.7, -0.1, -0.3], [0.0, 0.1, -0.1], [0.3, -0.3, 0.0], [-0.6, -0.4, -0.7], [-0.1, 0.6, -0.1], [-0.2, 0.5, 0.5], [0.2, 0.0, 0.2], [-0.1, 0.0, -0.2], [0.1, 0.3, 0.2], [0.2, 0.0, 0.2], [-0.7, 0.2, 0.9]], "e_lumo_ha": -0.1307, "e_above_lowest_kcal_mol": 0.0, "homo_lumo_gap_ev": 5.8, "total_energy_ev": -46100.3241, "multiplicity": 1, "e_homo_ev": -9.4, "charge": 1}